# 1
{
  "formula": "C4H8Cl2OSi",
  "method": "ωB97M-V with the def2-TZVPD basis set",
  "charge": 0,
  "gap_ev": 7.24,
  "spin_multiplicity": 1,
  "elements": ["C", "C", "C", "C", "O", "Si", "Cl", "Cl", "H", "H", "H", "H", "H", "H", "H", "H"],
  "positions_angstrom": [[2.4819, -0.6639, -0.2941], [1.6969, -1.2517, 0.8210], [-3.6468, 0.8930, 0.3310], [2.1222, 0.7069, -0.8362], [3.5649, -1.1411, -0.5887], [-3.1195, -0.8160, -0.4116], [0.5030, 0.5313, -1.6750], [1.8493, 1.8643, 0.5272], [0.6710, -1.1652, 0.6478], [1.8356, -0.8528, 1.8399], [1.9537, -2.3274, 0.8050], [-3.3026, 1.5487, -0.4089], [-4.6332, 1.1704, 0.5880], [-3.0034, 0.9537, 1.2230], [2.9129, 1.1036, -1.4362], [-1.8860, -0.5537, -1.1322]],
  "atomic_forces_ev_per_a": [[2.5, 0.4, 1.4], [0.4, -1.5, 0.4], [1.6, -1.6, -0.2], [-1.9, 0.0, 0.6], [-1.1, 0.4, -0.5], [-2.2, -0.9, 1.1], [1.2, 0.2, 0.0], [0.4, -0.4, -0.4], [-1.8, 0.1, -0.4], [0.6, 0.1, -0.7], [-0.1, 0.5, 0.3], [0.7, 1.6, -0.8], [-1.2, -0.4, 0.3], [0.0, 0.3, -0.1], [0.1, 0.2, -0.7], [0.8, 0.9, -0.3]],
  "lowdin_charge": [-0.56, -0.05, -0.38, -0.91, 0.09, 0.67, 0.55, 0.58, 0.04, 0.10, 0.11, -0.03, -0.01, 0.02, 0.06, -0.27]
}

***

# 2
{
  "formula": "C40H58BMnN7OS3",
  "method": "ωB97M-V with the def2-TZVPD basis set",
  "charge": 0,
  "gap_ev": [6.96, 6.69],
  "spin_multiplicity": 6,
  "elements": ["Mn", "C", "C", "C", "C", "N", "C", "C", "N", "B", "N", "C", "C", "N", "C", "S", "C", "C", "C", "C", "N", "C", "C", "N", "C", "S", "C", "C", "C", "C", "C", "S", "H", "H", "H", "H", "H", "H", "H", "H", "H", "H", "H", "H", "H", "H", "H", "H", "H", "H", "H", "H", "H", "H", "H", "H", "H", "H", "H", "H", "H", "H", "H", "H", "H", "H", "C", "C", "C", "C", "C", "C", "C", "C", "N", "C", "C", "C", "C", "C", "C", "C", "C", "C", "C", "H", "H", "H", "H", "H", "H", "H", "H", "H", "H", "H", "H", "H", "H", "H", "H", "H", "H", "H", "H", "H", "H", "H", "H", "O", "C"],
  "positions_angstrom": [[0.6584, 0.1494, -0.0373], [-5.4768, -2.7854, -1.0741], [-4.0176, -2.6293, -0.6502], [-3.4380, -4.0192, -0.3753], [-3.9768, -1.7343, 0.5964], [-3.2611, -1.9950, -1.7810], [-3.8072, -1.7703, -3.0387], [-2.8368, -1.2541, -3.8102], [-1.6914, -1.1647, -3.0548], [-0.3411, -0.6899, -3.6472], [0.6871, -1.8486, -3.2996], [0.3385, -3.0873, -3.8056], [1.1753, -3.9982, -3.2971], [2.0591, -3.3339, -2.4567], [1.7496, -2.0022, -2.4839], [2.5366, -0.7268, -1.6527], [3.1324, -4.1455, -1.7837], [2.4299, -5.2938, -1.0504], [4.0571, -4.6830, -2.8797], [3.9768, -3.3877, -0.7657], [0.0710, 0.7749, -3.2913], [1.1550, 1.3004, -3.9826], [1.1516, 2.6244, -3.8374], [0.0555, 2.9686, -3.0411], [-0.6136, 1.8102, -2.6840], [-1.9818, 1.6675, -1.6927], [-0.1756, 4.4328, -2.7729], [-1.4042, 4.7698, -1.9360], [1.0448, 5.0048, -2.0446], [-0.3313, 5.1090, -4.1400], [-1.9467, -1.6364, -1.8205], [-0.8187, -1.7670, -0.5349], [-6.0236, -3.2263, -0.2431], [-5.5802, -3.4526, -1.9321], [-5.9327, -1.8206, -1.3061], [-4.0016, -4.4995, 0.4279], [-2.3934, -3.9572, -0.0778], [-3.5138, -4.6398, -1.2718], [-4.7570, -2.0525, 1.2920], [-4.1565, -0.6922, 0.3185], [-3.0164, -1.7934, 1.0988], [-4.8394, -1.9522, -3.2725], [-2.8685, -0.9154, -4.8318], [-0.4631, -0.7066, -4.8504], [-0.4934, -3.2124, -4.4805], [1.1997, -5.0637, -3.4423], [2.0142, -6.0340, -1.7374], [1.6225, -4.9059, -0.4255], [3.1494, -5.8027, -0.4082], [3.5115, -5.2835, -3.6095], [4.8321, -5.3089, -2.4326], [4.5388, -3.8553, -3.4054], [3.3680, -2.9854, 0.0439], [4.5303, -2.5705, -1.2175], [4.6889, -4.0999, -0.3429], [1.8369, 0.6693, -4.5268], [1.8367, 3.3535, -4.2348], [-1.3663, 4.3067, -0.9543], [-2.3284, 4.4616, -2.4183], [-1.4157, 5.8575, -1.8145], [1.1291, 4.5739, -1.0463], [0.9232, 6.0838, -1.9373], [1.9769, 4.8187, -2.5834], [-1.1747, 4.6782, -4.6835], [0.5666, 5.0073, -4.7520], [-0.5206, 6.1744, -3.9935], [5.3667, -1.0078, 1.8175], [4.2224, -0.4578, 2.6329], [4.4132, -0.0479, 3.9508], [3.3440, 0.4588, 4.6732], [3.5178, 0.8593, 6.1191], [2.0956, 0.6116, 4.0746], [1.8676, 0.2731, 2.7249], [2.9694, -0.3271, 2.0663], [0.6892, 0.4478, 2.0140], [-0.4764, 1.1328, 2.5898], [-0.1700, 2.5725, 3.0582], [-1.4459, 3.2684, 3.5483], [-2.4509, 3.3690, 2.3985], [-2.7913, 1.9599, 1.9097], [-3.4257, 1.1643, 3.0550], [-2.4182, 1.0508, 4.2039], [-2.0537, 2.4563, 4.6993], [-1.1540, 0.3290, 3.7161], [-1.5132, 1.2515, 1.4627], [6.2499, -1.1669, 2.4366], [5.6331, -0.3076, 1.0214], [5.0981, -1.9535, 1.3417], [5.3888, -0.1428, 4.4171], [4.5105, 0.5962, 6.4847], [2.7765, 0.3626, 6.7495], [3.3856, 1.9372, 6.2449], [1.3012, 1.0000, 4.6942], [2.8198, -0.7080, 1.0646], [0.2644, 3.1219, 2.2125], [0.5718, 2.5765, 3.8541], [-1.1956, 4.2722, 3.9025], [-2.0221, 3.9580, 1.5800], [-3.3608, 3.8822, 2.7304], [-3.4809, 2.0185, 1.0630], [-3.7137, 0.1662, 2.7077], [-4.3331, 1.6717, 3.3991], [-2.8611, 0.4776, 5.0234], [-1.3376, 2.3888, 5.5252], [-2.9479, 2.9616, 5.0808], [-1.4120, -0.6601, 3.3200], [-0.4752, 0.1682, 4.5536], [-1.0737, 1.8083, 0.6250], [-1.7591, 0.2487, 1.1074], [2.6835, 2.2843, -0.2831], [1.6637, 1.8602, -0.3945]],
  "atomic_forces_ev_per_a": [[-1.3, -1.7, 0.4], [0.0, 0.0, -0.1], [0.0, 0.0, 0.0], [0.0, 0.1, 0.0], [0.1, 0.0, -0.2], [0.0, -0.2, 0.0], [-0.1, 0.1, 0.1], [0.0, 0.2, -0.1], [0.1, 0.0, 0.0], [0.0, 0.1, 0.1], [0.1, 0.1, -0.2], [-0.1, 0.2, -0.1], [0.1, -0.1, 0.2], [0.1, 0.0, -0.1], [-0.3, -0.3, 0.0], [0.0, 0.2, 0.2], [0.0, 0.0, 0.0], [-0.1, 0.0, 0.0], [0.0, 0.1, 0.0], [-0.2, 0.2, 0.0], [0.0, 0.1, 0.3], [-0.2, -0.3, 0.0], [0.0, 0.3, 0.1], [0.1, -0.1, 0.2], [0.3, 0.1, -0.5], [0.2, -0.1, -0.4], [0.0, 0.0, -0.1], [-0.1, -0.1, 0.0], [0.1, -0.2, -0.1], [0.0, 0.0, 0.0], [-0.3, 0.3, 0.0], [-0.1, -0.4, 0.2], [0.0, 0.0, 0.0], [0.0, 0.0, 0.0], [0.0, 0.0, 0.0], [0.0, 0.0, 0.0], [0.0, 0.0, 0.0], [0.0, 0.0, 0.0], [0.0, 0.0, 0.0], [0.0, -0.1, 0.0], [0.1, 0.0, 0.0], [0.1, 0.0, 0.0], [0.0, 0.0, 0.1], [0.0, -0.1, 0.0], [0.1, 0.1, 0.1], [0.1, 0.1, 0.0], [0.0, 0.0, 0.1], [0.1, 0.0, 0.0], [0.0, 0.0, 0.0], [0.0, 0.0, 0.0], [0.0, 0.0, 0.0], [0.0, 0.0, 0.0], [0.0, 0.0, 0.0], [0.0, 0.0, 0.0], [0.0, 0.0, 0.0], [0.0, 0.0, 0.0], [-0.1, -0.1, 0.1], [0.0, 0.0, 0.0], [0.0, 0.0, 0.0], [0.0, -0.1, 0.0], [0.0, 0.0, 0.0], [0.0, 0.0, 0.0], [-0.1, 0.0, 0.1], [0.0, 0.0, 0.0], [-0.1, 0.0, 0.0], [0.0, 0.0, 0.0], [-0.1, 0.0, 0.0], [0.0, 0.0, 0.0], [0.1, 0.0, 0.0], [-0.1, 0.0, 0.1], [0.0, 0.0, -0.1], [0.1, 0.0, 0.0], [-0.1, -0.2, 0.1], [-0.3, 0.2, 0.0], [0.4, 0.0, -0.5], [0.0, 0.0, 0.0], [-0.1, 0.0, 0.0], [0.0, 0.0, 0.0], [0.0, 0.0, 0.0], [0.0, 0.0, 0.0], [0.0, 0.1, 0.0], [0.0, 0.0, 0.0], [0.0, 0.0, -0.1], [0.0, 0.0, 0.0], [0.2, 0.1, 0.3], [0.0, 0.0, 0.0], [0.0, 0.0, 0.0], [0.0, 0.0, 0.0], [0.0, 0.0, 0.0], [0.0, 0.0, 0.0], [0.0, 0.0, 0.0], [0.0, 0.0, 0.0], [0.0, 0.0, 0.0], [0.0, 0.0, -0.2], [0.0, 0.0, 0.0], [0.0, 0.1, 0.0], [0.0, 0.0, 0.0], [0.0, 0.0, 0.0], [0.0, 0.0, 0.0], [0.0, 0.0, 0.0], [0.0, 0.0, 0.0], [0.0, 0.0, 0.0], [0.0, 0.0, 0.0], [0.0, 0.0, 0.0], [0.0, 0.0, 0.0], [0.0, 0.0, 0.0], [0.0, 0.0, 0.0], [-0.1, 0.0, 0.2], [0.0, 0.0, -0.1], [1.8, 1.2, 0.2], [-0.7, 0.5, -0.4]],
  "lowdin_charge": [0.48, -0.06, -0.53, -0.04, -0.05, 0.02, -0.04, -0.06, 0.01, -0.57, 0.03, -0.05, -0.05, 0.01, -0.67, 0.69, -0.53, -0.03, -0.03, -0.10, 0.03, -0.10, -0.07, 0.00, -0.68, 0.71, -0.54, -0.08, -0.03, -0.04, -0.64, 0.72, 0.09, 0.08, 0.09, 0.09, 0.04, 0.09, 0.09, 0.09, 0.04, 0.11, 0.13, 0.12, 0.13, 0.12, 0.08, 0.10, 0.09, 0.08, 0.09, 0.09, 0.07, 0.06, 0.09, 0.12, 0.12, 0.05, 0.07, 0.09, 0.07, 0.09, 0.08, 0.10, 0.07, 0.09, -0.04, -0.28, -0.04, -0.28, -0.06, -0.01, -0.27, -0.03, -0.04, -0.46, -0.08, -0.28, -0.11, -0.28, -0.11, -0.28, -0.12, -0.07, -0.20, 0.07, 0.08, 0.06, 0.11, 0.07, 0.08, 0.08, 0.09, 0.04, 0.12, 0.10, 0.14, 0.11, 0.12, 0.13, 0.10, 0.12, 0.14, 0.12, 0.12, 0.13, 0.11, 0.03, 0.06, 0.16, -0.13]
}

***

# 3
{
  "formula": "C10H24N4OP",
  "method": "ωB97M-V with the def2-TZVPD basis set",
  "charge": 1,
  "gap_ev": 7.57,
  "spin_multiplicity": 1,
  "elements": ["C", "C", "P", "C", "C", "C", "C", "N", "C", "N", "N", "H", "H", "H", "H", "H", "H", "H", "H", "H", "H", "H", "H", "H", "H", "H", "H", "H", "C", "O", "N", "C", "C", "H", "H", "H", "H", "H", "H", "H"],
  "positions_angstrom": [[4.6356, -1.9109, 0.2897], [4.4859, -0.9661, -0.8956], [3.3605, 0.4779, -0.6328], [3.9139, 1.1836, 0.9643], [1.7397, -0.3642, -0.2885], [1.0629, -0.9161, -1.5184], [-0.0187, -1.8385, -1.0249], [-0.8659, -1.1991, 0.0505], [-0.2525, -0.2833, 0.8131], [-0.6121, -0.1378, 2.0775], [0.7624, 0.5601, 0.3523], [5.2638, -1.5086, 1.0737], [5.0832, -2.8438, -0.0312], [3.6779, -2.1792, 0.7184], [5.4382, -0.5805, -1.2283], [4.0413, -1.5358, -1.7041], [3.0862, 1.5809, 1.5416], [4.6098, 1.9887, 0.7798], [4.4151, 0.4513, 1.5864], [1.8684, -1.1875, 0.4230], [1.7270, -1.4397, -2.1897], [0.5919, -0.1044, -2.0610], [0.4246, -2.7327, -0.6037], [-0.6726, -2.1341, -1.8333], [-1.1428, -1.9468, 0.6876], [-0.6393, 0.7811, 2.4966], [-0.8739, -0.9438, 2.6282], [0.3752, 1.1584, -0.3800], [-4.8959, 2.6187, -1.1941], [-6.0063, 2.9897, -1.4929], [-4.6319, 1.6547, -0.2777], [-3.2847, 1.2488, 0.0391], [-5.7502, 1.0171, 0.4009], [-3.9843, 3.0428, -1.6543], [-3.1597, 0.1851, -0.1771], [-3.0892, 1.4229, 1.1031], [-2.5686, 1.8191, -0.5529], [-6.4043, 0.5375, -0.3268], [-6.3332, 1.7623, 0.9414], [-5.3776, 0.2719, 1.1000]],
  "atomic_forces_ev_per_a": [[0.3, -0.1, -0.1], [-0.9, -0.2, 0.7], [0.2, 1.0, -0.9], [-0.2, -0.6, 0.3], [0.5, -0.1, 0.4], [-0.3, 0.0, 0.3], [-0.6, 0.0, -0.5], [2.4, -1.3, 0.7], [-0.4, 0.8, 0.3], [-0.1, -0.4, 0.1], [-0.6, 0.4, -0.4], [0.1, 0.1, 0.2], [0.2, -0.2, -0.1], [-0.2, 0.0, 0.2], [0.2, 0.1, -0.2], [0.1, 0.0, -0.5], [-0.2, 0.1, -0.1], [0.1, 0.2, -0.2], [0.1, -0.2, 0.2], [0.2, 0.0, 0.2], [0.2, -0.2, -0.2], [0.2, 0.3, -0.4], [0.0, -0.3, 0.2], [-0.3, -0.1, -0.1], [-1.1, 0.1, -0.4], [0.7, -0.1, 0.2], [-0.7, 0.3, 0.0], [0.3, 0.2, 0.1], [0.0, 0.1, -0.1], [0.0, -0.1, 0.1], [0.2, 0.0, 0.0], [-0.4, -0.1, 0.1], [0.0, 0.1, -0.1], [0.0, 0.0, 0.0], [0.1, 0.0, 0.0], [0.1, 0.0, 0.0], [0.0, 0.0, 0.0], [0.0, 0.0, 0.0], [0.0, 0.0, 0.0], [0.0, 0.0, 0.0]],
  "lowdin_charge": [-0.15, -0.41, 0.96, -0.28, -0.50, -0.18, -0.12, 0.14, -0.40, 0.25, 0.06, 0.06, 0.07, 0.05, 0.08, 0.06, 0.03, 0.04, 0.03, 0.11, 0.12, 0.12, 0.13, 0.13, 0.16, 0.15, 0.14, 0.14, -0.35, 0.04, -0.20, -0.09, -0.04, 0.13, 0.07, 0.08, 0.08, 0.10, 0.10, 0.08]
}

***

What energy relative to the best compared isomer or geometry (same formula, charge and spin) values result from the calculations? In sequence: 133.2 18.6 0.0 kcal/mol.